The following is a DFT calculation (ωB97M-V/def2-TZVPD) of 2 unconnected molecules or ions with the total composition C18H16IO3.

Cartesian coordinates (Å):
C  2.25  -3.93  1.97
C  0.90  -4.37  2.48
O  1.07  -5.03  3.77
C  -0.11  -3.23  2.60
C  -1.58  -3.55  2.36
I  -1.75  -4.21  0.25
H  2.61  -3.08  2.55
H  2.12  -3.62  0.94
H  2.96  -4.75  2.05
H  0.51  -5.11  1.79
H  0.42  -5.75  3.78
H  -0.08  -2.89  3.64
H  0.21  -2.40  1.98
H  -1.76  -4.48  2.90
C  2.51  4.31  -2.84
C  1.43  5.15  -3.14
C  0.15  4.80  -2.75
C  -0.06  3.61  -2.06
C  1.01  2.77  -1.77
C  2.30  3.13  -2.16
C  0.81  1.47  -1.05
O  1.75  0.76  -0.79
C  -0.58  1.10  -0.68
C  -0.81  -0.12  -0.05
C  -2.09  -0.48  0.32
C  -3.16  0.38  0.06
C  -2.94  1.59  -0.57
C  -1.66  1.96  -0.94
C  -1.45  3.25  -1.63
O  -2.37  4.02  -1.85
H  3.51  4.59  -3.14
H  1.60  6.07  -3.68
H  -0.69  5.44  -2.97
H  3.12  2.47  -1.92
H  0.02  -0.79  0.15
H  -2.27  -1.44  0.81
H  -4.16  0.09  0.35
H  -3.77  2.26  -0.77

Summary:
Net charge: -1
Calculated total energy, eV: -33168.9040
2S+1: 1

=====

The following is a DFT calculation (ωB97M-V/def2-TZVPD) of C18H16N2O2S in the gas phase at a distorted geometry.

Cartesian coordinates (Å):
S  1.27  -1.02  -2.37
C  0.12  -2.05  -1.80
N  -0.06  -3.22  -2.41
C  0.13  -3.50  -3.57
C  -0.69  -3.25  -4.51
C  -0.91  -2.16  -5.08
C  -2.06  -2.21  -6.16
C  -2.37  -3.50  -5.90
O  -1.59  -4.20  -4.99
N  -0.48  -1.80  -0.40
C  -0.60  -0.82  0.49
C  -1.27  -0.94  1.65
C  -1.25  0.09  2.40
C  -0.42  1.17  2.50
O  -0.62  2.39  3.26
C  0.44  2.90  3.71
C  1.59  2.42  3.80
C  2.89  3.36  4.05
C  2.55  4.52  4.79
C  1.19  4.92  4.75
C  0.23  4.26  4.22
C  0.20  1.50  1.30
C  0.45  0.44  0.42
H  -0.94  -3.72  -1.93
H  0.64  -4.63  -3.61
H  1.21  -2.90  -3.79
H  -0.58  -1.12  -5.17
H  -2.45  -1.47  -6.80
H  -2.93  -4.15  -6.34
H  -1.10  -2.48  -0.24
H  -1.72  -1.96  1.78
H  -1.99  0.05  3.34
H  2.15  1.50  3.25
H  3.75  2.94  4.18
H  3.20  5.19  5.06
H  1.01  5.97  5.09
H  -0.95  4.63  4.33
H  0.97  2.24  1.28
H  1.00  0.62  -0.59

Summary:
Net charge: 0
Calculated total energy, eV: -36822.2294
2S+1: 1
Structure (SMILES): S=C(NCc1ccco1)Nc1ccc(Oc2ccccc2)cc1